Record 1
Formula: C37H42Cl5GeNPRe
Source: the Open Molecules 2025 dataset
Level of theory: the ωB97M-V functional and the def2-TZVPD basis

The multiplicity is 1. The value obtained for the LUMO energy is -8.2 eV. As for the charge: +2. The HOMO energy is -13.96 eV.

```
88
Properties=species:S:1:pos:R:3:forces:R:3
Re 1.029879 -0.974921 -1.326457 0.792 -1.413 -1.790
Cl 3.178987 -1.605049 -2.498757 0.787 0.035 -0.744
C 3.485250 -2.272658 -0.866812 -1.464 0.393 -0.972
C 2.316693 -2.052117 -0.137511 1.775 -0.829 0.606
C 2.444678 -2.443828 1.176904 -2.145 0.845 0.176
Cl 1.087303 -2.035744 2.157163 -0.153 -0.140 0.422
C 3.546346 -3.065694 1.698104 -0.070 0.021 0.963
Cl 3.551326 -3.371027 3.418568 0.403 -0.138 -1.033
C 4.606813 -3.328742 0.844670 1.230 -0.702 1.113
Cl 5.965370 -4.140225 1.493691 0.103 -0.039 -0.018
C 4.639424 -2.914910 -0.475580 0.057 0.297 -0.476
Cl 6.030660 -3.152289 -1.471197 -0.805 0.231 0.183
C -2.077088 -1.056923 -3.665114 -0.753 0.252 -2.167
C -2.994391 -1.708737 -2.686489 -0.220 -0.236 1.419
C -4.493456 -1.292016 -2.881652 1.076 0.077 1.613
C -2.775993 -3.235313 -2.937780 0.139 1.105 -0.738
P -2.406330 -1.240655 -0.889964 1.752 -0.567 -0.830
N -0.647316 -1.330170 -1.036656 -3.508 -1.230 0.258
C -2.792772 0.529618 -0.464285 0.684 -1.914 0.245
C -2.556792 1.343774 -1.713500 0.343 1.290 0.249
C -4.225465 0.644305 0.021597 1.164 0.501 0.625
C -1.813676 1.009427 0.634945 0.052 -0.912 0.032
C -2.834215 -2.568433 0.393351 0.640 0.972 -0.030
C -4.257677 -3.007511 0.337124 -0.967 -0.294 -0.361
C -2.625673 -1.940400 1.769010 1.098 -0.401 0.532
C -1.915834 -3.765085 0.213491 0.326 -1.281 -0.450
H -2.377408 -1.517738 -4.634602 0.325 0.358 0.334
H -1.085380 -1.416471 -3.501049 0.986 0.158 0.027
H -2.148699 0.022220 -3.849370 0.100 -0.412 0.433
H -4.865887 -1.613322 -3.844568 0.006 -0.114 -0.208
H -4.601487 -0.189146 -2.774470 -0.155 -0.946 -0.167
H -5.019676 -1.817597 -2.063899 -0.379 0.446 -0.605
H -3.281147 -3.375811 -3.887242 -0.143 -0.397 -0.188
H -3.165842 -3.926818 -2.230448 -0.494 -0.305 0.511
H -1.719557 -3.460609 -3.129822 -0.179 0.064 0.284
H -3.304564 1.251207 -2.474849 -0.444 -0.228 -0.289
H -1.583435 1.181461 -2.172665 0.104 -0.032 0.155
H -2.580757 2.398740 -1.401018 0.064 -0.157 -0.095
H -4.960408 0.507142 -0.728757 -0.806 -0.717 -0.456
H -4.227351 1.682922 0.212165 -0.653 1.481 0.509
H -4.372329 0.177410 0.993623 -0.414 -0.266 -0.370
H -0.769948 1.051672 0.321182 -0.258 0.106 -0.213
H -1.817845 0.461882 1.582240 -0.241 -0.096 -0.359
H -2.166922 1.981073 0.871119 -0.044 1.239 0.241
H -4.994304 -2.214772 0.348326 -0.100 0.380 -0.077
H -4.388988 -3.527524 1.286862 -0.322 -0.433 -0.278
H -4.461893 -3.653766 -0.519905 -0.109 -0.090 0.277
H -3.263899 -1.086277 1.932049 -0.225 0.018 0.230
H -1.580397 -1.636583 1.926354 -0.307 0.009 -0.120
H -2.816576 -2.710241 2.537004 -0.126 0.301 -0.303
H -1.828066 -4.122048 -0.841885 0.114 0.512 0.941
H -2.315361 -4.673852 0.751586 0.327 1.143 -0.172
H -0.929257 -3.503365 0.604365 -0.001 -0.353 -0.138
C 1.315867 0.427004 -0.479373 1.260 2.728 1.751
Ge 2.117600 2.015075 0.721993 -0.812 -0.814 0.212
C 1.087212 3.485033 -0.007700 1.043 -0.977 0.396
C 0.435817 3.318151 -1.208691 0.260 -1.587 -0.221
C -0.323252 4.321446 -1.719876 -0.809 0.113 -1.186
C -0.335154 5.502442 -1.023612 -0.571 1.549 -0.617
C 0.359225 5.714101 0.181320 -1.162 0.579 -1.557
C 1.051610 4.678911 0.705530 0.466 -1.179 0.685
C 3.913150 1.620948 0.167190 0.350 0.121 -0.233
C 4.296980 2.084227 -1.094341 0.178 -0.269 -0.854
C 5.566990 1.780897 -1.629895 -0.934 -0.367 1.544
C 6.449766 0.999848 -0.883997 -0.319 0.552 -0.071
C 6.084530 0.582102 0.390242 -0.078 -0.345 0.123
C 4.815490 0.858354 0.911856 0.822 0.312 -1.087
C 1.596146 1.640958 2.567931 -0.824 0.762 -1.207
C 0.379712 2.204768 3.006215 0.506 -0.852 -0.248
C -0.060668 1.907345 4.271508 -1.542 1.495 0.495
C 0.698606 1.233707 5.203451 0.718 -0.520 0.411
C 1.874225 0.652998 4.760413 0.399 -0.438 -0.528
C 2.281145 0.819719 3.419863 0.744 -0.631 1.382
H 0.461884 2.360315 -1.751381 0.187 0.386 0.338
H -0.890445 4.161725 -2.675563 0.613 0.458 1.072
H -0.894706 6.296092 -1.534599 0.241 0.047 0.740
H 0.322723 6.681904 0.625008 -0.040 0.460 0.409
H 1.514813 4.701386 1.689662 0.091 0.366 -0.198
H 3.547534 2.599453 -1.721966 0.612 0.025 0.379
H 5.874980 2.154167 -2.566747 0.105 0.337 -0.995
H 7.423143 0.774990 -1.305475 -0.026 -0.058 0.201
H 6.802190 0.020084 0.985639 -0.204 0.043 -0.065
H 4.585555 0.477122 1.870204 -0.220 -0.169 0.806
H -0.265043 2.799480 2.371771 0.229 0.077 -0.131
H -1.023684 2.360855 4.545587 0.426 -0.324 0.177
H 0.437321 1.165119 6.264992 -0.213 -0.057 -0.565
H 2.476550 0.011040 5.411275 -0.209 0.397 -0.151
H 3.183516 0.293796 3.112419 -0.250 0.189 0.061
```
Positions in Å, forces in eV/Å.

---

Record 2
Formula: H8O4
Source: the Open Molecules 2025 dataset
Level of theory: the ωB97M-V functional and the def2-TZVPD basis

The multiplicity is 1. The value obtained for the LUMO energy is 0.3 eV. Its SMILES is O.O.O.O. The HOMO energy is -11.19 eV. The value obtained for the energy relative to the best compared isomer or geometry (same formula, charge and spin) is 1.502 eV.

```
12
Properties=species:S:1:pos:R:3:forces:R:3
H 0.195934 1.148644 1.312381 1.236 1.333 1.008
H -1.098663 1.309519 0.455495 0.950 -0.538 0.557
H 4.158877 4.455492 0.161353 0.654 -0.717 -0.778
H 3.567302 3.208662 -0.345214 -1.000 -1.030 -0.185
H 0.317663 -3.823196 -0.974149 0.982 -3.035 0.151
H 0.995514 -2.415366 -0.826454 -0.674 -0.935 -0.110
H -3.680859 -1.574220 0.917508 0.043 -0.010 -0.036
H -4.688821 -1.684274 -0.233382 0.362 -0.165 0.178
O -0.444030 0.681446 0.834710 -2.173 -0.791 -1.551
O 4.370745 3.690095 -0.428548 0.348 1.748 0.957
O 0.176730 -2.925818 -0.989105 -0.313 3.971 -0.045
O -3.870391 -2.070984 0.115405 -0.415 0.170 -0.148
```
Positions in Å, forces in eV/Å.

---

Record 3
Formula: C4H8O2
Source: the Open Molecules 2025 dataset
Level of theory: the ωB97M-V functional and the def2-TZVPD basis

The multiplicity is 1. The value obtained for the LUMO energy is 1.0 eV. Its SMILES is CC1OCCO1. The HOMO energy is -8.72 eV. The value obtained for the energy relative to the best compared isomer or geometry (same formula, charge and spin) is 2.443 eV.

```
14
Properties=species:S:1:pos:R:3:forces:R:3
C -1.946277 -0.323815 0.470347 2.171 0.807 -0.514
C -0.427956 -0.602992 -0.338372 -6.991 -1.005 1.794
O -0.096974 0.433873 -1.163860 0.141 -0.445 -0.362
C 1.085212 0.975046 -0.635410 0.325 0.922 -0.004
C 1.581867 -0.087330 0.311200 1.938 -0.185 0.536
O 0.503422 -0.892631 0.598235 -0.481 -0.345 0.371
H -2.256071 -1.155113 1.122340 0.407 0.118 -0.408
H -2.739914 -0.079317 -0.246774 0.343 -0.181 0.003
H -1.744259 0.552020 1.079815 -0.296 0.203 0.305
H -0.875410 -1.467789 -0.783769 1.252 -0.857 -1.600
H 1.754743 1.191057 -1.462977 0.223 -0.002 0.049
H 0.847487 1.904324 -0.123980 0.066 0.214 0.169
H 1.945731 0.245434 1.272486 0.383 0.634 0.066
H 2.341232 -0.731229 -0.117508 0.518 0.123 -0.403
```
Positions in Å, forces in eV/Å.